P | {"formula": "C4H34O13", "method": "ωB97M-V/def2-TZVPD", "species": ["C", "C", "C", "C", "H", "H", "H", "H", "H", "H", "H", "H", "H", "H", "O", "H", "H", "O", "H", "H", "O", "H", "H", "O", "H", "H", "O", "H", "H", "O", "H", "H", "O", "H", "H", "O", "H", "H", "O", "H", "H", "O", "H", "H", "O", "H", "H", "O", "H", "H", "O"], "positions_angstrom": [[0.22506, 0.85850, 0.74999], [0.59313, -0.46503, 0.75377], [1.86576, -0.96076, 0.33976], [-1.05191, 1.43608, 1.11916], [0.97906, 1.61683, 0.51161], [-0.07359, -1.31264, 0.95966], [2.87139, -0.23727, 0.52078], [2.27655, -1.79010, 0.99320], [1.99720, -1.25195, -0.64302], [-1.30009, 2.33100, 0.62226], [-0.75728, 1.84667, 2.11691], [-2.04075, 0.86627, 1.17380], [2.01691, -1.85828, -2.23509], [1.44154, -2.97842, -1.37973], [1.44398, -2.72090, -2.22376], [0.47202, -1.46074, 3.72100], [-1.03422, -1.49248, 3.90187], [-0.26982, -2.08308, 3.89332], [3.57301, 0.25075, 3.14990], [4.29890, 0.52232, 1.66340], [3.65808, 0.78155, 2.30353], [-1.62733, 2.13599, -1.74224], [-0.28013, 1.88849, -2.19229], [-0.78039, 2.51748, -1.85034], [-1.34968, -0.52129, -3.72858], [-2.36412, 0.74882, -3.83082], [-1.67220, 0.35002, -3.38854], [2.37109, 1.40395, 0.04224], [3.73305, 2.00630, -0.08919], [3.12926, 1.42136, -0.58185], [-2.41300, -2.38149, -1.96097], [-1.41970, -2.89098, -2.88614], [-2.29316, -3.15070, -2.47558], [-2.71081, 0.85525, -1.23741], [-3.89559, 0.88106, -0.22017], [-3.38224, 1.39656, -0.84710], [-2.29273, -1.18341, 0.58603], [-1.99216, -2.48702, 1.35618], [-2.58086, -1.87368, 1.09951], [1.82553, 3.47847, -1.54291], [0.29203, 3.77702, -1.83838], [1.22155, 4.16569, -1.76004], [-1.14259, -3.97095, 1.78314], [0.12596, -3.47107, 2.57291], [-0.53159, -3.21073, 1.88738], [-1.47078, 1.33713, 3.77038], [-0.31671, 1.16096, 4.54973], [-1.12597, 0.81716, 4.55065], [1.82132, 1.29096, -2.22389], [2.12711, 1.20876, -3.78150], [1.49164, 0.89784, -3.13700]], "e_lumo_ev": -0.2, "gap_ev": 9.2, "multiplicity": 1}

Q | {"formula": "C4H34O13", "method": "ωB97M-V/def2-TZVPD", "species": ["C", "C", "C", "C", "H", "H", "H", "H", "H", "H", "H", "H", "H", "H", "O", "H", "H", "O", "H", "H", "O", "H", "H", "O", "H", "H", "O", "H", "H", "O", "H", "H", "O", "H", "H", "O", "H", "H", "O", "H", "H", "O", "H", "H", "O", "H", "H", "O", "H", "H", "O"], "positions_angstrom": [[1.84907, -0.09584, -0.57286], [0.43324, 0.40337, -0.28922], [-0.35735, -0.49773, 0.63772], [-1.57653, -0.18142, 1.02790], [2.08295, 0.00788, -1.64307], [2.62042, 0.50462, -0.08749], [2.08949, -1.09909, -0.23604], [-0.18760, 0.49835, -1.17195], [0.52554, 1.34071, 0.25423], [0.13358, -1.38314, 1.03148], [-2.25004, -0.79166, 1.63903], [-2.12111, 0.75716, 1.00865], [-1.29650, -1.39533, -3.77671], [-0.74219, -0.34961, -2.95090], [-0.77698, -1.32028, -2.96780], [2.92954, -0.34315, 3.29981], [3.05760, -1.19786, 2.07698], [3.59505, -0.60252, 2.61713], [-0.40153, -3.02482, 3.77928], [0.70584, -3.06068, 2.67298], [0.04765, -2.50186, 3.11120], [-3.30122, 3.00154, 0.43186], [-3.58378, 2.01062, -0.75287], [-3.14080, 2.84872, -0.50248], [-1.59482, -2.41693, -1.70541], [-1.60970, -2.88760, -0.27133], [-2.15258, -2.41211, -0.90771], [3.03267, -3.52855, 1.07842], [1.60126, -2.99244, 0.35827], [2.20225, -3.06258, 1.11521], [0.58802, -2.30277, -1.65054], [0.55493, -3.81656, -1.89333], [0.63760, -3.16133, -1.19298], [-1.71013, 3.08374, -0.89850], [-1.51269, 4.53407, -1.06354], [-1.00576, 3.75385, -0.80400], [-4.12782, -0.37974, -0.36998], [-2.84814, -0.28307, -1.06542], [-3.69887, 0.18279, -1.02219], [-1.35051, 2.01350, -3.67410], [0.08982, 2.16424, -3.15756], [-0.55973, 1.50669, -3.46393], [1.19927, 0.86289, 3.31791], [0.87225, -0.59943, 3.54950], [1.29102, 0.15299, 3.99283], [2.63894, 1.79569, 1.54160], [1.91123, 2.82141, 2.28003], [1.76452, 1.92775, 1.94034], [1.40802, 2.21343, -1.57878], [0.90256, 3.63521, -1.80018], [1.40803, 2.92880, -2.22117]], "e_lumo_ev": 0.2, "gap_ev": 9.3, "multiplicity": 1}

Tell me which of them is the most stable. Sure, it is Q.

P | {"formula": "C5H8F2IN2O", "method": "ωB97M-V/def2-TZVPD", "species": ["C", "C", "C", "C", "C", "N", "N", "O", "F", "F", "I", "H", "H", "H", "H", "H", "H", "H", "H"], "positions_angstrom": [[-0.75864, -0.87245, 1.44204], [0.62011, -0.75183, 0.95044], [1.44374, 0.40730, -0.86340], [-0.69584, 1.42828, -1.75990], [0.75759, 1.05547, -2.09085], [-1.67987, -0.10266, 0.81803], [-1.01221, -1.46197, 2.56005], [0.73656, -0.70057, -0.42329], [1.39556, 2.23633, -2.24229], [0.85500, 0.25682, -3.18904], [-1.94110, -0.10660, -1.57566], [0.91960, 0.21379, 1.27878], [1.17786, -1.63303, 1.22616], [2.44590, -0.02176, -1.19037], [1.49493, 1.26072, -0.08720], [-1.06355, 2.39003, -2.03926], [-2.46923, -0.00233, 1.36920], [-0.31226, -2.09668, 2.85601], [-1.91418, -1.49885, 2.96056]], "e_lumo_ev": -5.9, "total_charge": 1, "gap_ev": 7.3, "multiplicity": 1}

Q | {"formula": "C5H8F2IN2O", "method": "ωB97M-V/def2-TZVPD", "species": ["N", "C", "C", "O", "C", "C", "F", "F", "C", "I", "N", "H", "H", "H", "H", "H", "H", "H", "H"], "positions_angstrom": [[1.50471, 0.01850, -2.18233], [0.63079, 0.06716, -1.16752], [-0.50050, -0.85158, -1.11457], [-0.34701, -1.81100, -0.13723], [-0.96039, -1.32230, 1.01002], [-0.23257, -0.10117, 1.66737], [-0.86626, 0.20026, 2.83298], [1.03350, -0.48387, 1.88404], [-0.28018, 1.17752, 0.82658], [0.55493, 2.99742, 2.26911], [0.62630, 1.11709, -0.31676], [1.31842, -0.58863, -2.99916], [2.21499, 0.70814, -2.40038], [-1.43456, -0.18368, -0.91254], [-0.61360, -1.38740, -2.08825], [-0.76068, -2.08168, 1.83026], [-2.00841, -0.96293, 0.69220], [-1.18492, 1.57874, 0.49987], [1.30544, 1.90939, -0.19368]], "e_lumo_ev": -5.0, "total_charge": 1, "gap_ev": 8.5, "multiplicity": 1, "smiles": "[NH2+]=C1COCC(F)(F)[C@@H](I)N1"}

Tell me which of them is the most stable. Sure, it is Q.

P | {"formula": "C22H22N2O3", "method": "ωB97M-V/def2-TZVPD", "species": ["O", "C", "C", "O", "C", "C", "C", "C", "C", "C", "C", "C", "N", "C", "C", "O", "N", "C", "C", "C", "C", "C", "C", "C", "C", "C", "C", "H", "H", "H", "H", "H", "H", "H", "H", "H", "H", "H", "H", "H", "H", "H", "H", "H", "H", "H", "H", "H", "H"], "positions_angstrom": [[2.21179, 0.75206, 1.98056], [1.71263, 1.29600, 1.01728], [2.58440, 1.89271, -0.09149], [3.91142, 1.43621, -0.03386], [4.14176, 0.10438, -0.20886], [3.17960, -0.83433, -0.56481], [3.54096, -2.16019, -0.73759], [4.85065, -2.56589, -0.56613], [5.81144, -1.63016, -0.21492], [5.46373, -0.30777, -0.03804], [0.27336, 1.36501, 0.82315], [-0.58874, 0.60435, 1.58909], [-1.86394, 0.75466, 1.17722], [-3.00872, 0.06016, 1.69617], [-3.74092, -0.76114, 0.61893], [-4.89042, -0.50398, 0.31527], [-3.04842, -1.75483, 0.04475], [-1.72516, -2.24099, 0.39382], [-1.48265, -3.40270, -0.57168], [-2.89215, -3.90666, -0.87382], [-3.68810, -2.61029, -0.94535], [-1.88199, 1.64840, 0.13027], [-2.96477, 2.12431, -0.59749], [-2.70575, 3.04194, -1.59276], [-1.40547, 3.48054, -1.84677], [-0.32872, 3.00838, -1.12743], [-0.55170, 2.06321, -0.12590], [2.13916, 1.69115, -1.07475], [2.64484, 2.97540, 0.05844], [2.14583, -0.55187, -0.69937], [2.78241, -2.88071, -1.00941], [5.12182, -3.60202, -0.70137], [6.83806, -1.93526, -0.07575], [6.19731, 0.43277, 0.23872], [-0.32650, -0.04497, 2.40312], [-2.68533, -0.59558, 2.50860], [-3.73823, 0.77815, 2.08747], [-1.71365, -2.59051, 1.43332], [-0.96709, -1.46338, 0.28069], [-1.01650, -3.03509, -1.48626], [-0.84104, -4.16598, -0.13727], [-3.25527, -4.52785, -0.05440], [-2.94648, -4.47741, -1.79740], [-3.60791, -2.14746, -1.93504], [-4.74575, -2.72067, -0.70188], [-3.96858, 1.78773, -0.39289], [-3.52116, 3.43514, -2.18033], [-1.24213, 4.21161, -2.62458], [0.66150, 3.38085, -1.33464]], "e_lumo_ev": 0.4, "gap_ev": 8.8, "multiplicity": 1, "smiles": "O=C(COc1ccccc1)c1cn(CC(=O)N2CCCC2)c2ccccc12"}

Q | {"formula": "C22H22N2O3", "method": "ωB97M-V/def2-TZVPD", "species": ["O", "C", "C", "C", "C", "C", "C", "C", "C", "O", "N", "C", "C", "C", "C", "C", "C", "O", "N", "C", "C", "C", "C", "C", "C", "C", "C", "H", "H", "H", "H", "H", "H", "H", "H", "H", "H", "H", "H", "H", "H", "H", "H", "H", "H", "H", "H", "H", "H"], "positions_angstrom": [[-1.48991, -0.65231, 2.58884], [-1.50551, -1.15329, 1.49021], [-0.49063, -2.02133, 0.84488], [0.72566, -2.47594, 1.30787], [1.45844, -3.31648, 0.47663], [0.98562, -3.67505, -0.77593], [-0.23635, -3.20610, -1.24735], [-0.96509, -2.38048, -0.41906], [-2.28422, -1.73993, -0.61089], [-3.05208, -1.80050, -1.53566], [-2.52642, -1.02788, 0.56377], [-3.74230, -0.26672, 0.75627], [-3.49013, 1.18816, 1.16909], [-2.30690, 1.83480, 0.45084], [-2.42505, 1.85832, -1.07192], [-1.09111, 2.24921, -1.71917], [-0.07178, 1.14865, -1.46967], [-0.21888, 0.04590, -1.96192], [0.99361, 1.44064, -0.67356], [1.19647, 2.67170, 0.08940], [2.29654, 2.34693, 1.11279], [2.88149, 1.07304, 0.58066], [4.02022, 0.40360, 0.96680], [4.36361, -0.76743, 0.30252], [3.56990, -1.24637, -0.72450], [2.41197, -0.58626, -1.11129], [2.07459, 0.57713, -0.44445], [1.09044, -2.18891, 2.28191], [2.41197, -3.69369, 0.81468], [1.57891, -4.32789, -1.39914], [-0.60652, -3.46997, -2.22508], [-4.35244, -0.75579, 1.52355], [-4.27707, -0.31861, -0.19571], [-4.40299, 1.75494, 0.97765], [-3.28611, 1.21924, 2.24054], [-2.20290, 2.85879, 0.82132], [-1.40175, 1.29033, 0.72889], [-3.20236, 2.56317, -1.37386], [-2.69675, 0.87270, -1.44952], [-0.75677, 3.22279, -1.36644], [-1.23000, 2.29948, -2.80138], [0.27361, 2.97956, 0.58024], [1.52261, 3.47073, -0.58754], [3.03501, 3.14490, 1.18578], [1.87567, 2.18314, 2.10793], [4.63826, 0.78775, 1.76465], [5.25866, -1.30023, 0.58651], [3.85490, -2.14897, -1.24378], [1.79381, -0.96542, -1.90641]], "e_lumo_ev": 0.0, "gap_ev": 8.2, "multiplicity": 1, "smiles": "O=C1c2ccccc2C(=O)N1CCCCCC(=O)N1CCc2ccccc21"}

Tell me which of them is the most stable. Sure, it is Q.

P | {"formula": "C4H12N2S2", "method": "ωB97M-V/def2-TZVPD", "species": ["S", "S", "C", "C", "C", "N", "C", "N", "H", "H", "H", "H", "H", "H", "H", "H", "H", "H", "H", "H"], "positions_angstrom": [[2.68699, 2.88004, 1.27060], [2.67184, 0.84500, 0.62513], [1.19350, 0.43221, -0.28608], [0.04417, 0.34800, 0.69357], [-1.11207, -0.24569, -0.18536], [-0.62669, -1.49372, -0.64353], [-1.59123, -2.26825, -1.36604], [-0.46832, 1.46348, 1.37509], [3.91550, 3.16947, 0.64694], [1.11710, 1.30660, -1.02143], [1.49679, -0.43132, -0.92727], [0.29818, -0.39268, 1.48338], [-2.06940, -0.46761, 0.44122], [-1.45670, 0.49310, -0.89330], [-0.19361, -2.08644, 0.08578], [-2.07631, -1.61772, -2.05466], [-0.90676, -3.10462, -1.82109], [-2.35664, -2.67107, -0.71828], [-0.15883, 2.43576, 0.96284], [-0.40750, 1.40545, 2.33249]], "e_lumo_ev": [-3.2, -8.1], "total_charge": 1, "gap_ev": [8.9, 3.8], "multiplicity": 2, "s_squared": 0.7551}

Q | {"formula": "C4H12N2S2", "method": "ωB97M-V/def2-TZVPD", "species": ["S", "S", "C", "C", "C", "N", "N", "C", "H", "H", "H", "H", "H", "H", "H", "H", "H", "H", "H", "H"], "positions_angstrom": [[-3.43880, 2.34407, -0.69733], [-1.43848, 1.94534, -0.97462], [-1.41385, 0.16340, -0.71675], [-0.10903, -0.18195, 0.17049], [-0.07204, -1.72695, 0.31202], [1.28540, -2.22906, 0.35461], [1.03212, 0.34533, -0.43640], [1.87205, 1.31919, 0.19887], [-3.26730, 3.12285, 0.38359], [-1.35763, -0.44621, -1.61623], [-2.30218, -0.07661, -0.14488], [-0.30540, 0.37713, 1.08823], [-0.69868, -1.93452, 1.18441], [-0.57922, -2.17937, -0.53429], [1.26079, -3.23640, 0.25524], [1.74854, -1.99815, 1.22813], [1.48345, -0.29974, -1.08694], [2.57901, 0.83895, 0.87940], [1.24521, 2.04521, 0.71362], [2.47603, 1.80748, -0.56118]], "e_lumo_ev": [-2.9, -7.3], "total_charge": 1, "gap_ev": [9.9, 5.3], "multiplicity": 2, "s_squared": 0.7566}

Tell me which of them is the most stable. Sure, it is Q.